Entry 1:
{"formula": "C21H35HgO17S2", "method": "wB97M-V/def2-TZVPD", "elements": ["Hg", "C", "O", "H", "H", "H", "C", "C", "O", "S", "O", "O", "O", "H", "H", "H", "H", "C", "C", "O", "S", "O", "O", "O", "H", "H", "H", "H", "O", "C", "O", "C", "C", "C", "H", "H", "H", "H", "H", "H", "O", "C", "O", "C", "C", "C", "H", "H", "H", "H", "H", "H", "O", "C", "O", "C", "C", "C", "H", "H", "H", "H", "H", "H", "O", "C", "O", "C", "C", "C", "H", "H", "H", "H", "H", "H"], "xyz": [[4.0748, 1.5555, 1.1381], [1.2869, 0.1005, -0.0923], [2.1232, 0.6774, 0.8628], [0.8159, 0.8307, -0.7567], [1.8742, -0.4945, -0.8076], [0.5091, -0.5459, 0.3295], [1.4046, 0.6836, -3.8042], [0.2768, 1.6861, -3.5291], [0.3630, 2.6990, -4.5160], [1.8479, 2.7345, -5.1829], [2.6950, 3.6085, -4.4122], [1.7300, 2.9650, -6.5834], [2.1850, 1.1966, -4.8777], [0.9978, -0.2165, -4.2654], [1.9919, 0.4813, -2.9090], [0.3042, 2.1271, -2.5265], [-0.7175, 1.2483, -3.6282], [-3.4658, 1.0467, 1.9514], [-2.3903, 0.8347, 0.8216], [-2.6097, -0.4253, 0.2415], [-3.5768, -1.3406, 1.1924], [-2.8456, -1.9043, 2.3058], [-4.4784, -2.1707, 0.4524], [-4.3930, 0.0121, 1.6364], [-4.0774, 1.9301, 1.7935], [-3.1099, 0.8663, 2.9639], [-1.4140, 0.8676, 1.3070], [-2.4481, 1.6367, 0.0875], [-3.0841, 4.2024, 2.7643], [-1.9176, 3.9784, 2.6724], [-1.3211, 2.8993, 3.2075], [0.0091, 2.7224, 2.7935], [0.4511, 4.0366, 2.1782], [-0.8492, 4.8081, 1.9434], [-0.0336, 1.8605, 2.1207], [0.7610, 2.5061, 3.5540], [1.0620, 3.8175, 1.2971], [1.1418, 4.5447, 2.8507], [-1.1893, 4.8703, 0.9081], [-0.8687, 5.8266, 2.3248], [-0.8813, -1.8617, -5.6503], [-1.2722, -1.9130, -4.5304], [-1.6154, -0.7616, -3.8587], [-1.8816, -1.0571, -2.4754], [-1.2640, -2.4167, -2.2275], [-1.4271, -3.1047, -3.5826], [-2.9708, -1.0218, -2.4384], [-1.4266, -0.3331, -1.8023], [-1.7897, -2.9281, -1.4193], [-0.2186, -2.3128, -1.9334], [-2.4161, -3.5580, -3.6718], [-0.7314, -3.9088, -3.8078], [-0.3071, 1.9378, 5.5805], [-0.0736, 0.8231, 5.2242], [1.1844, 0.4554, 4.8476], [1.1264, -0.5989, 3.8658], [-0.3513, -1.0111, 3.8318], [-0.9464, -0.4048, 5.1084], [1.7377, -1.4171, 4.2400], [1.4373, -0.1991, 2.8989], [-0.4562, -2.0956, 3.8488], [-0.8986, -0.6761, 2.9530], [-0.8521, -1.0188, 6.0038], [-1.9943, -0.1154, 5.0574], [2.7001, -2.2225, -3.5671], [2.7643, -2.7644, -2.4999], [1.8236, -3.6570, -2.1277], [2.0037, -4.0790, -0.7743], [3.3634, -3.4888, -0.2894], [3.7332, -2.4942, -1.4103], [2.0126, -5.1649, -0.6981], [1.1532, -3.7234, -0.1900], [4.0861, -4.2909, -0.1711], [3.1386, -3.0722, 0.6924], [4.6992, -2.8432, -1.7749], [3.6952, -1.4648, -1.0592]], "lowdin_charge": [1.316, -0.173, -0.432, 0.072, 0.069, 0.119, -0.160, -0.179, -0.174, 0.652, -0.249, -0.199, -0.171, 0.119, 0.103, 0.109, 0.113, -0.134, -0.176, -0.234, 0.693, -0.233, -0.198, -0.191, 0.135, 0.119, 0.074, 0.142, 0.148, -0.467, 0.020, -0.194, -0.136, -0.040, 0.091, 0.113, 0.101, 0.118, 0.129, 0.132, 0.157, -0.457, -0.020, -0.167, -0.148, -0.041, 0.139, 0.093, 0.120, 0.091, 0.136, 0.126, 0.149, -0.489, -0.009, -0.135, -0.145, -0.039, 0.129, 0.083, 0.120, 0.074, 0.139, 0.128, 0.141, -0.501, 0.016, -0.139, -0.121, -0.071, 0.128, 0.114, 0.114, 0.102, 0.139, 0.095], "de_lowest_kcal_mol": 0.0, "total_charge": 1}

Entry 2:
{"formula": "C5H9NS2", "method": "wB97M-V/def2-TZVPD", "elements": ["C", "C", "C", "C", "C", "N", "S", "S", "H", "H", "H", "H", "H", "H", "H", "H", "H"], "xyz": [[1.0387, 0.1678, -0.3399], [3.4309, 1.4296, 0.3700], [-1.3420, -0.4912, -0.0064], [-2.0108, -1.0967, 1.1877], [-2.1985, -0.3721, -1.2271], [-0.1297, -0.3431, -0.0277], [1.5694, 1.7903, 0.4278], [2.1577, -0.6697, -1.1680], [3.4887, 0.2994, 0.3755], [3.4984, 1.9012, 1.4137], [-2.7583, -0.4101, 1.4507], [-1.3256, -1.2188, 2.0092], [-2.4544, -2.0838, 0.8179], [-3.0288, 0.2371, -0.9470], [-2.5148, -1.3311, -1.7364], [-1.5088, 0.0789, -1.9635], [4.0880, 2.1123, -0.6363]], "lowdin_charge": [-1.117, -0.470, -0.398, -0.013, -0.014, 0.034, 0.716, 0.617, -0.052, 0.000, 0.062, 0.081, 0.121, 0.072, 0.114, 0.092, 0.155], "de_lowest_kcal_mol": 71.0, "total_charge": 0}

Entry 3:
{"formula": "C16H29Cl2FO15", "method": "wB97M-V/def2-TZVPD", "elements": ["O", "C", "O", "C", "C", "F", "O", "H", "H", "H", "C", "O", "C", "O", "O", "C", "H", "H", "H", "H", "H", "H", "C", "O", "C", "O", "O", "C", "H", "H", "H", "H", "H", "H", "C", "O", "C", "O", "O", "C", "H", "H", "H", "H", "H", "H", "C", "O", "C", "O", "O", "C", "H", "H", "H", "H", "H", "H", "Cl", "C", "Cl", "H", "H"], "xyz": [[3.3007, -4.9168, -0.1966], [2.2119, -4.4556, -0.3147], [1.8315, -3.6020, -1.2736], [0.5163, -3.1232, -0.9423], [0.0053, -4.3174, -0.1545], [-0.4520, -5.3312, -0.9124], [1.1781, -4.6942, 0.5395], [0.6850, -2.2674, -0.2900], [-0.1407, -2.9314, -1.7869], [-0.7576, -3.9782, 0.5483], [-5.0002, 6.8022, 1.7072], [-4.3286, 5.8891, 0.8564], [-3.6217, 4.9527, 1.4949], [-3.6647, 4.7336, 2.6711], [-2.8924, 4.3162, 0.5876], [-2.0526, 3.2661, 1.0112], [-5.8582, 6.3692, 2.2195], [-5.2915, 7.6788, 1.1360], [-4.3077, 7.1499, 2.4781], [-2.5468, 2.3034, 0.9498], [-1.6847, 3.4260, 2.0284], [-1.1319, 3.2291, 0.4381], [2.6996, -2.4490, 2.6049], [3.5520, -1.3587, 2.2967], [3.5299, -0.8984, 1.0514], [2.7775, -1.2888, 0.1855], [4.4308, 0.0564, 0.9714], [4.7479, 0.6458, -0.2815], [1.7417, -2.4386, 2.0908], [2.5532, -2.4636, 3.6811], [3.1923, -3.3897, 2.3487], [4.1975, 0.1577, -1.0796], [5.8248, 0.5477, -0.4185], [4.5819, 1.7236, -0.2949], [7.3573, 0.2885, -5.2904], [6.0252, -0.2173, -5.1773], [5.5891, -0.6309, -4.0016], [6.2434, -0.7369, -2.9939], [4.3082, -0.9110, -4.1060], [3.6122, -1.5023, -3.0284], [8.0237, -0.5693, -5.1904], [7.5568, 1.0439, -4.5368], [7.4617, 0.6489, -6.3079], [2.9155, -0.7674, -2.6201], [4.2926, -1.7695, -2.2219], [3.0268, -2.3680, -3.3257], [-4.9920, 0.2241, 0.5462], [-5.5662, -0.7419, 1.4200], [-6.5244, -0.3007, 2.2436], [-7.0592, 0.7626, 2.1925], [-6.7827, -1.3120, 3.0761], [-7.8468, -1.1353, 4.0038], [-3.9226, 0.0152, 0.5738], [-5.2142, 1.2427, 0.8555], [-5.3162, 0.0925, -0.4863], [-7.4225, -0.6782, 4.8994], [-8.1964, -2.1403, 4.2328], [-8.6943, -0.5534, 3.6450], [0.8260, 2.0807, -1.2167], [0.3317, 0.4067, -0.8663], [-1.3872, 0.3439, -0.5110], [0.5738, -0.2274, -1.7141], [0.9538, 0.0691, -0.0447]], "lowdin_charge": [0.181, -0.575, 0.058, -0.053, -0.321, 0.099, 0.121, 0.099, 0.148, 0.172, -0.052, 0.007, -0.619, 0.133, 0.019, -0.074, 0.098, 0.093, 0.097, 0.042, 0.102, 0.040, -0.027, 0.030, -0.579, 0.086, 0.037, -0.014, 0.084, 0.099, 0.102, 0.060, 0.100, 0.098, -0.025, 0.005, -0.626, 0.116, 0.025, -0.043, 0.099, 0.098, 0.093, 0.080, 0.092, 0.094, -0.043, 0.004, -0.615, 0.140, 0.001, -0.041, 0.044, 0.092, 0.099, 0.099, 0.093, 0.096, 0.543, -1.020, 0.591, 0.018, 0.003], "de_lowest_kcal_mol": 0.0, "total_charge": 0}

Entry 4:
{"formula": "C4H11NO2", "method": "wB97M-V/def2-TZVPD", "elements": ["N", "C", "C", "O", "C", "C", "O", "H", "H", "H", "H", "H", "H", "H", "H", "H", "H", "H"], "xyz": [[0.4377, -0.4285, -1.6903], [-0.3282, -0.2439, -0.3752], [-1.7487, 0.2837, -0.6073], [-2.5075, -0.8759, -1.0125], [0.4034, 0.4705, 0.7440], [1.6631, -0.3561, 1.2063], [2.6659, 0.1550, 2.0707], [0.7552, 0.4973, -1.9712], [-0.3064, -0.6117, -2.3617], [-0.4628, -1.2901, -0.1047], [-1.7496, 1.1234, -1.3495], [-2.1758, 0.6814, 0.3440], [-3.3816, -0.7290, -0.6184], [-0.2242, 0.6324, 1.6398], [0.7775, 1.4624, 0.3773], [2.1468, -0.5985, 0.2496], [1.2279, -1.2485, 1.6288], [2.8074, 1.0760, 1.8302]], "lowdin_charge": [0.046, -0.388, -0.226, -0.079, -0.153, -0.264, -0.062, 0.061, 0.061, 0.131, 0.128, 0.121, 0.087, 0.117, 0.124, 0.107, 0.112, 0.079], "de_lowest_kcal_mol": 42.9, "total_charge": 0}

Entry 5:
{"formula": "C8H6N2O", "method": "wB97M-V/def2-TZVPD", "elements": ["N", "C", "N", "C", "O", "C", "C", "C", "C", "C", "C", "H", "H", "H", "H", "H", "H"], "xyz": [[2.7404, 2.2169, -0.0823], [2.5895, 0.8702, -0.4410], [2.6713, -0.4908, -0.5169], [1.5516, -1.1058, 0.2524], [1.5612, -2.2862, 0.6073], [0.1984, -0.4501, 0.2682], [-0.0549, 0.9444, 0.5608], [-1.4114, 1.3633, 0.5324], [-2.4579, 0.6536, -0.0749], [-2.1315, -0.6883, -0.4819], [-0.9094, -1.2579, -0.2280], [3.5139, -1.0606, 0.1956], [0.7997, 1.6798, 0.7011], [-1.5401, 2.4518, 0.6128], [-3.4543, 0.8744, -0.6205], [-2.9261, -1.4550, -0.7581], [-0.7404, -2.2595, -0.5270]], "lowdin_charge": [0.096, -0.213, 0.064, -0.388, 0.078, -0.125, -0.028, -0.093, -0.067, -0.108, -0.033, 0.279, 0.078, 0.102, 0.135, 0.124, 0.099], "de_lowest_kcal_mol": 134.2, "total_charge": 0}

Entry 6:
{"formula": "C39H65FI2N2O30PS6", "method": "wB97M-V/def2-TZVPD", "elements": ["C", "C", "P", "C", "O", "C", "C", "O", "C", "C", "C", "C", "O", "C", "N", "C", "I", "C", "C", "I", "O", "C", "F", "C", "C", "C", "O", "C", "N", "C", "C", "C", "C", "C", "C", "C", "C", "C", "O", "H", "H", "H", "H", "H", "H", "H", "H", "H", "H", "H", "H", "H", "H", "H", "H", "H", "H", "H", "H", "H", "H", "H", "H", "H", "H", "H", "H", "H", "H", "H", "H", "H", "H", "H", "H", "H", "H", "H", "H", "H", "C", "C", "O", "S", "O", "O", "O", "H", "H", "H", "H", "C", "C", "O", "S", "O", "O", "O", "H", "H", "H", "H", "C", "C", "O", "S", "O", "O", "O", "H", "H", "H", "H", "C", "C", "O", "S", "O", "O", "O", "H", "H", "H", "H", "C", "C", "O", "S", "O", "O", "O", "H", "H", "H", "H", "C", "C", "O", "S", "O", "O", "O", "H", "H", "H", "H"], "xyz": [[-0.8040, 0.5029, 1.4117], [-0.3585, -0.1282, 0.3284], [0.5051, -1.8511, 0.2269], [-0.2870, -2.3572, 1.8692], [-1.6964, -2.2673, 1.8196], [-2.3721, -2.1836, 3.0431], [-3.5752, -1.2691, 2.8577], [-4.7565, -2.0054, 2.5429], [-4.9692, -2.0506, 1.1424], [-5.5538, -0.7581, 0.5747], [1.5756, -3.4287, 0.0236], [2.2224, -4.0353, 1.2663], [1.5639, -5.2573, 1.6949], [3.6809, -4.4391, 0.9858], [3.7339, -5.6645, 0.1794], [-0.9622, -2.4706, -0.9409], [-1.5204, -1.1649, -2.5605], [-1.7113, -3.5722, -0.9409], [-2.8503, -3.8918, -1.8842], [-1.4838, -5.1632, 0.4222], [1.3219, -1.2212, -1.2600], [2.3663, -0.4138, -1.0736], [3.4549, -1.0572, -1.7733], [2.1731, 0.8994, -1.8479], [2.4121, 0.7254, -3.3355], [1.4489, 1.3782, -4.2389], [1.4985, -0.0543, -4.0300], [2.7600, -0.3390, 0.4706], [2.6242, 0.9815, 1.1015], [3.2232, 2.0276, 0.7143], [4.5641, 2.0953, 0.0043], [2.5856, 3.3574, 1.0550], [4.1413, -0.9106, 0.9175], [5.2871, -1.0748, 0.1497], [6.4618, -1.5644, 0.7034], [6.5329, -1.8711, 2.0477], [5.4000, -1.6914, 2.8250], [4.2275, -1.2180, 2.2735], [1.8388, -1.1492, 1.1409], [-0.4728, 0.2829, 2.4211], [-1.5032, 1.3301, 1.3108], [-0.4504, 0.4534, -0.5796], [0.1217, -1.7013, 2.6426], [-0.0216, -3.3718, 2.1806], [-1.7371, -1.8211, 3.8605], [-2.7402, -3.1763, 3.3388], [-3.3201, -0.6259, 2.0143], [-3.7520, -0.6500, 3.7363], [-4.0549, -2.3171, 0.6059], [-5.6661, -2.8671, 0.9646], [-4.8026, -0.1307, 0.0977], [-6.3101, -0.9913, -0.1730], [-6.0523, -0.1825, 1.3548], [1.0988, -4.1810, -0.6033], [2.3962, -3.0780, -0.5979], [2.2128, -3.3723, 2.1308], [1.2746, -5.1178, 2.5997], [4.1671, -4.6397, 1.9434], [4.2021, -3.6466, 0.4531], [4.0687, -6.4531, 0.7085], [4.2694, -5.5365, -0.6642], [-2.5084, -3.9709, -2.9148], [-3.5965, -3.1087, -1.7881], [-3.3277, -4.8276, -1.6093], [1.1603, 1.2717, -1.7221], [2.9154, 1.6428, -1.5694], [3.4523, 0.7132, -3.6451], [1.6680, 1.5051, -5.2909], [0.5887, 1.8519, -3.7816], [4.6315, 1.4673, -0.8795], [4.7875, 3.1192, -0.2948], [5.3340, 1.7726, 0.7056], [2.9228, 3.6865, 2.0403], [2.8328, 4.0902, 0.2886], [1.5096, 3.2161, 1.0978], [5.2854, -0.8269, -0.8967], [7.3315, -1.7152, 0.0756], [7.4457, -2.2386, 2.4971], [5.4517, -1.9097, 3.8849], [3.3714, -1.0799, 2.9172], [1.0638, 7.3142, 2.7324], [0.3650, 7.1629, 4.0669], [-0.7670, 6.3328, 3.7716], [-0.3934, 5.2936, 2.6075], [-0.0349, 4.0558, 3.1909], [-1.3782, 5.3909, 1.5929], [0.9420, 6.0262, 2.1161], [0.5687, 8.0489, 2.0955], [2.1143, 7.5726, 2.8371], [0.0309, 8.1100, 4.4804], [0.9950, 6.6469, 4.7947], [1.7935, 7.7237, -1.6074], [0.8089, 8.3642, -2.5612], [0.2166, 9.4293, -1.7942], [1.2934, 10.0306, -0.7925], [1.8727, 11.1989, -1.3563], [0.7283, 10.0514, 0.5091], [2.3536, 8.8441, -0.8903], [1.2982, 7.0622, -0.8942], [2.5847, 7.1810, -2.1159], [0.0396, 7.6756, -2.8964], [1.3099, 8.8037, -3.4256], [-7.8849, -4.1852, 1.9612], [-6.7011, -4.8141, 2.6630], [-7.3114, -5.6765, 3.6480], [-8.6808, -6.2605, 3.0847], [-8.4737, -7.5621, 2.5563], [-9.6946, -6.0297, 4.0524], [-8.8535, -5.2466, 1.8686], [-8.3159, -3.3747, 2.5511], [-7.6311, -3.8260, 0.9704], [-6.0594, -4.0853, 3.1507], [-6.1070, -5.4257, 1.9817], [2.5833, 12.4502, -6.6645], [1.8819, 12.3206, -5.3269], [0.7266, 11.5220, -5.6244], [1.0691, 10.4724, -6.7771], [1.4036, 9.2262, -6.1867], [0.0793, 10.5745, -7.7843], [2.4234, 11.1600, -7.2739], [2.1045, 13.1963, -7.3009], [3.6412, 12.6761, -6.5667], [1.5678, 13.2745, -4.9145], [2.4942, 11.7909, -4.5950], [4.7903, -10.6621, 3.3092], [3.4303, -10.0864, 3.6502], [3.7344, -8.8193, 4.2450], [5.0324, -8.1901, 3.5576], [4.6385, -7.2864, 2.5426], [5.9375, -7.8145, 4.5814], [5.5446, -9.5345, 2.8508], [5.2834, -11.0778, 4.1903], [4.7472, -11.4125, 2.5246], [2.8768, -10.6964, 4.3582], [2.8254, -9.9175, 2.7574], [-7.0752, -2.0766, -4.5447], [-7.5353, -3.4641, -4.9441], [-7.0952, -4.2984, -3.8653], [-7.1548, -3.4875, -2.4903], [-8.3641, -3.7950, -1.8120], [-5.9043, -3.6055, -1.8383], [-7.2983, -2.0308, -3.1289], [-6.0100, -1.9324, -4.7336], [-7.6439, -1.2868, -5.0274], [-7.0907, -3.8080, -5.8734], [-8.6236, -3.5246, -5.0106]], "lowdin_charge": [-0.056, -0.244, 0.696, -0.307, -0.285, -0.200, -0.169, -0.164, -0.255, -0.050, -0.178, -0.392, -0.137, -0.217, 0.024, -0.637, 0.961, -0.841, -0.302, 1.043, -0.241, -0.429, -0.019, -0.032, -0.324, -0.086, -0.074, -0.347, 0.201, -0.383, -0.030, -0.035, -0.118, -0.063, -0.094, -0.108, -0.091, -0.036, -0.251, 0.058, 0.050, -0.010, 0.087, 0.040, 0.122, 0.123, 0.111, 0.123, 0.116, 0.083, 0.073, 0.058, 0.080, 0.060, 0.076, 0.120, 0.067, 0.102, 0.099, 0.017, 0.058, 0.051, 0.010, 0.014, 0.118, 0.090, 0.140, 0.103, 0.102, 0.065, 0.070, 0.090, 0.085, 0.066, 0.064, 0.100, 0.096, 0.093, 0.098, 0.120, -0.160, -0.159, -0.187, 0.584, -0.209, -0.215, -0.210, 0.113, 0.138, 0.134, 0.133, -0.138, -0.143, -0.182, 0.584, -0.229, -0.227, -0.191, 0.131, 0.139, 0.143, 0.120, -0.154, -0.147, -0.188, 0.583, -0.229, -0.233, -0.185, 0.139, 0.109, 0.124, 0.142, -0.157, -0.155, -0.189, 0.592, -0.225, -0.211, -0.188, 0.133, 0.135, 0.137, 0.132, -0.166, -0.160, -0.183, 0.609, -0.206, -0.213, -0.187, 0.131, 0.133, 0.134, 0.138, -0.154, -0.161, -0.180, 0.590, -0.219, -0.210, -0.187, 0.138, 0.134, 0.135, 0.132], "total_charge": -1}

| no. | gap between HOMO and LUMO (eV) |
| --- | --- |
| 1 | 2.754 |
| 2 | 8.604 |
| 3 | 11.175 |
| 4 | 10.365 |
| 5 | 9.162 |
| 6 | 6.169 |